The following is a DFT calculation (the ωB97M-V functional and the def2-TZVPD basis) of C8H10NO6 in the gas phase at a distorted geometry.

The geometry in XYZ format:
```
25
Properties=species:S:1:pos:R:3
C 0.361 -1.639 2.708
C 0.317 -1.073 1.341
C 1.320 -1.381 0.448
C 1.310 -0.824 -0.852
C 0.423 0.166 -1.212
C -0.705 0.560 -0.411
C -0.827 -0.232 0.883
O -0.967 1.013 1.642
O -0.865 0.657 2.897
O -1.932 0.919 -0.970
N -2.269 2.488 -0.807
O -3.425 2.703 -1.057
O -1.336 3.193 -0.512
C 0.597 0.741 -2.560
O 2.102 -1.242 -1.872
H -0.317 -1.041 3.330
H 0.086 -2.705 2.720
H 1.390 -1.569 3.090
H 2.106 -2.069 0.765
H -0.149 1.458 -0.165
H -1.772 -0.790 0.898
H -0.030 1.639 -2.638
H 1.649 1.008 -2.758
H 0.269 0.001 -3.312
H 2.664 -1.982 -1.594
```

E_tot = -22222.3739 eV
HOMO-LUMO gap (alpha / beta) = 7.5 / 6.8 eV
Spin multiplicity = 2
Energy above the lowest of the compared OMol25 structures with the same formula, charge and spin = 79.30 kcal/mol
Strongest force on any atom = 0.092 Eh/bohr
LUMO energy (alpha / beta) = -0.1 / -0.9 eV